{
  "formula": "C6H24AlN12O6",
  "method": "ωB97M-V with the def2-TZVPD basis set",
  "lumo_energy_ev": -8.912,
  "relative_energy_kj_mol": 1188.9,
  "charge": 3,
  "largest_force_ev_per_a": 10.02,
  "species": ["Al", "C", "O", "N", "N", "H", "H", "H", "H", "C", "O", "N", "N", "H", "H", "H", "H", "C", "O", "N", "N", "H", "H", "H", "H", "C", "O", "N", "N", "H", "H", "H", "H", "C", "O", "N", "N", "H", "H", "H", "H", "C", "O", "N", "N", "H", "H", "H", "H"],
  "positions_angstrom": [[0.873, -0.331, 0.226], [-0.795, -2.492, 1.401], [0.154, -2.049, 0.738], [-1.500, -3.571, 1.192], [-1.470, -1.914, 2.331], [-1.505, -4.176, 0.383], [-2.285, -3.701, 1.815], [-1.248, -0.989, 2.670], [-1.913, -2.502, 3.023], [-0.768, 2.062, -0.272], [0.108, 1.325, 0.012], [-1.784, 1.724, -1.002], [-0.806, 3.268, 0.272], [-1.805, 0.819, -1.450], [-2.534, 2.370, -1.205], [-0.045, 3.486, 0.899], [-1.473, 3.965, -0.027], [2.388, 2.103, -0.644], [2.043, 0.922, -0.414], [2.069, 3.068, 0.096], [3.114, 2.476, -1.678], [2.386, 3.995, -0.151], [1.422, 2.907, 0.855], [3.476, 3.415, -1.770], [3.136, 1.712, -2.338], [1.469, -1.570, 2.875], [0.840, -0.848, 2.086], [1.587, -2.832, 2.773], [2.146, -1.110, 3.855], [1.304, -3.228, 1.888], [2.224, -3.281, 3.416], [2.744, -1.633, 4.479], [2.233, -0.105, 3.920], [-1.958, -0.683, -0.409], [-0.916, -0.229, 0.068], [-2.322, -0.471, -1.589], [-2.737, -1.382, 0.271], [-1.878, 0.046, -2.334], [-3.299, -0.721, -1.642], [-2.725, -1.343, 1.280], [-3.616, -1.421, -0.225], [0.347, 0.261, -2.674], [0.204, 0.206, -1.462], [-0.424, 0.881, -3.557], [1.369, -0.186, -3.333], [-0.352, 0.894, -4.564], [-1.282, 1.169, -3.107], [1.675, 0.285, -4.172], [2.129, -0.593, -2.806]],
  "mulliken_charge": [0.764, 0.536, -0.637, -0.238, -0.534, 0.281, 0.138, 0.279, 0.193, 1.019, -0.413, -0.129, -0.427, -1.839, 0.244, 0.140, 0.223, 0.915, -0.406, -0.246, -0.434, 0.225, 0.114, 0.204, 0.242, 0.746, -0.469, -0.283, -0.435, 0.262, 0.225, 0.200, 0.257, 0.934, -0.516, 0.246, -0.139, 0.658, 0.265, 0.274, 0.166, 0.811, -0.686, -0.351, -0.451, 0.229, 0.338, 0.257, 0.249]
}